29
Properties=species:S:1:pos:R:3:forces:R:3:lowdin_charge:R:1 method="wB97M-V/def2-TZVPD" charge=+4 molar_mass_da=383.729 energy_ev=-47037.737 orbital_gap_ha=0.126 de_lowest_kcal_mol=26.1 e_homo_ev=-23.206
Zr -2.20636 0.54713 2.36245 1.4 -3.7 1.4 2.31
Cl 1.57228 3.06756 0.63641 0.4 -0.4 0.3 1.01
S -1.32947 2.28471 0.44083 4.9 3.9 -4.6 0.80
O -0.45358 1.80399 -0.90818 -1.5 1.2 2.7 -0.05
O 2.21750 -0.95499 -1.23511 -1.6 0.2 1.3 0.11
O 2.61793 1.27337 -1.75669 -0.3 0.9 1.1 0.30
O -1.56897 3.63878 0.42749 -0.5 0.9 0.1 0.01
O -2.52700 1.49284 0.83151 -3.1 -0.5 -1.6 -0.34
O -0.33752 1.73739 1.63993 -2.7 -0.3 0.9 -0.33
C 0.94324 1.46796 0.97742 1.7 0.5 -2.4 -0.52
C -2.65746 -2.08927 -0.16074 -1.0 -0.4 0.5 0.12
C -1.88376 -1.83116 0.98307 -0.6 0.8 1.9 -0.04
C 0.47311 0.77062 -0.38354 -0.9 0.3 1.6 -0.20
C -0.78933 -0.93684 0.92531 -1.3 -0.2 2.0 -0.15
C -0.55611 -0.29343 -0.24087 1.1 0.2 -2.3 -0.14
C -2.40422 -1.43927 -1.36246 0.1 0.1 -0.3 0.10
C 3.18704 -1.35350 -0.22362 0.4 -0.1 0.5 0.04
C -1.38436 -0.54237 -1.39141 0.9 0.1 -0.3 0.13
B 1.86989 0.34809 -1.16626 1.8 -1.1 -2.4 -0.62
H 1.67534 0.94708 1.58468 -0.4 -0.4 0.6 0.16
H 2.93424 -2.33344 0.16404 -0.1 -0.2 -0.3 0.12
H -3.00984 -1.59983 -2.24276 -0.1 -0.2 -0.1 0.18
H -3.49194 -2.78090 -0.13249 0.0 -0.2 0.3 0.18
H 4.20377 -1.34519 -0.60097 0.0 0.0 -0.3 0.13
H -0.15905 -0.65379 1.76609 0.7 -1.1 0.4 0.14
H 3.14768 -0.66232 0.62769 0.1 0.1 0.0 0.09
H -2.10293 -2.30574 1.93344 0.1 -0.9 -0.1 0.14
H 3.23009 1.75695 -1.17744 0.3 0.4 -0.7 0.15
H -1.21023 -0.01441 -2.31780 0.3 0.2 -0.1 0.18



23
Properties=species:S:1:pos:R:3:forces:R:3:lowdin_charge:R:1 method="wB97M-V/def2-TZVPD" charge=-2 molar_mass_da=187.272 energy_ev=-23710.293 orbital_gap_ha="0.161 / 0.161" de_lowest_kcal_mol=10.4 e_homo_ev="1.549 / 1.548"
S 0.77622 -1.92206 0.96424 0.2 0.1 0.4 0.69
N -1.72437 0.16000 0.36232 0.0 0.2 0.7 -0.03
N 0.30331 -1.74406 3.75355 0.1 0.2 -1.8 -0.06
C 0.48747 -1.76178 2.58371 0.3 -0.5 2.9 -0.91
C -3.35109 -0.27510 -1.36790 1.2 -0.2 0.2 -0.10
C 0.79534 1.19743 -0.60647 2.0 0.9 0.1 -0.23
C -1.07599 -1.45017 -1.17838 1.0 0.1 0.0 -0.23
C 2.06140 0.65163 -1.05348 -0.6 0.6 0.8 -0.16
C 2.29514 1.13429 1.18748 -0.2 0.2 -0.7 -0.19
C 0.95779 1.50870 0.82355 1.2 0.3 -0.8 -0.21
C -2.10847 -0.50445 -0.76417 -2.5 0.5 -0.3 -0.62
C 2.94737 0.60724 0.04170 -0.4 0.6 0.2 -0.21
Be -0.12281 -0.09680 0.40460 -1.1 -1.7 -1.1 -0.09
H -4.02677 0.45834 -0.93434 -0.2 0.1 -0.1 -0.03
H 3.98255 0.25750 0.01483 -0.4 -0.1 0.0 0.07
H -0.52418 -1.24667 -2.08797 -0.2 -0.2 -0.4 -0.02
H 2.76330 1.25192 2.16988 -0.4 -0.2 -0.3 0.07
H -2.36101 0.86280 0.72708 0.0 -0.2 -0.1 0.05
H 0.03379 1.63589 -1.26731 0.2 -0.6 0.5 0.10
H 2.31270 0.33810 -2.06779 -0.3 0.0 0.3 0.07
H -1.13392 -2.48527 -0.81205 0.0 0.6 -0.3 -0.03
H 0.32870 2.19984 1.40031 0.1 -0.7 -0.2 0.09
H -3.61646 -0.77733 -2.29340 0.0 0.0 0.2 -0.03



26
Properties=species:S:1:pos:R:3:forces:R:3:lowdin_charge:R:1 method="wB97M-V/def2-TZVPD" charge=+1 molar_mass_da=305.996 energy_ev=-65162.411 orbital_gap_ha=0.342 e_homo_ev=-13.634
Cl 2.21689 -2.00838 0.16266 0.3 -1.0 0.5 0.62
Cl 4.04484 -4.19454 -0.33157 -0.1 0.1 0.0 0.55
Cl 1.62409 -4.65303 1.17289 0.0 0.1 0.0 0.55
Cl 3.77445 -3.11555 2.33138 -0.1 0.0 -0.1 0.56
O -1.82860 0.55833 0.99250 -0.6 -0.2 0.3 -0.10
O -1.67994 -0.03960 3.15113 -0.7 0.5 -0.8 0.13
N -0.47231 2.20150 -0.90458 0.0 -0.3 -0.1 0.16
C -0.52089 0.88484 -1.08990 -0.9 -1.8 -0.9 -0.21
C 1.82199 0.70248 -0.60990 -1.4 0.2 -0.4 -0.03
C -1.83773 0.18799 -1.42092 -0.1 0.4 1.2 -0.04
C -2.51713 -0.17350 -0.04052 0.3 0.4 -0.3 -0.13
C 2.92041 -3.50297 0.83836 0.2 -0.3 0.1 -2.01
C 0.60352 0.09431 -0.95698 0.8 1.0 0.2 -0.04
C 0.67547 2.80934 -0.57369 -0.1 1.1 0.3 -0.01
C -2.37112 0.34494 2.25332 1.0 -0.3 0.9 -0.29
C 1.82131 2.09419 -0.42503 1.1 -0.7 0.2 0.00
H 0.63401 3.88515 -0.40814 0.0 -0.3 -0.1 0.15
H -1.64748 -0.76806 -1.91990 0.1 0.5 -0.2 0.13
H -2.34951 -1.24035 0.16072 -0.4 0.2 -0.1 0.14
H 0.49360 -0.97333 -1.10145 0.1 0.3 -0.1 0.08
H -2.48550 0.81943 -2.04121 0.1 -0.2 0.1 0.13
H -1.34300 2.71455 -0.99329 0.2 0.2 0.1 0.19
H -3.57729 0.11419 -0.02274 0.2 -0.4 -0.1 0.13
H 2.74677 2.58331 -0.13207 -0.3 0.1 -0.1 0.13
H -3.44160 0.59715 2.38873 0.2 -0.1 -0.4 0.16
H 2.69473 0.07762 -0.47978 0.2 0.6 -0.1 0.05



27
Properties=species:S:1:pos:R:3:forces:R:3:lowdin_charge:R:1 method="wB97M-V/def2-TZVPD" charge=+1 molar_mass_da=362.787 energy_ev=-137760.936 s_squared=0.757 orbital_gap_ha="0.261 / 0.230" multiplicity=2 e_homo_ev="-11.474 / -11.360"
Se 0.68364 -0.77728 2.66632 -0.3 0.0 0.3 0.69
Cu 0.11153 -0.14353 0.47175 0.2 -0.3 -0.2 0.08
S 0.29185 2.08744 0.58556 0.0 0.3 0.0 0.81
N 1.89731 3.43922 -0.99149 0.0 -0.1 -0.1 0.14
N 1.67551 1.23120 -1.55550 0.2 0.0 -0.3 0.03
N -1.40462 1.16694 3.56877 -0.1 0.0 0.0 0.07
N 1.10241 0.02899 -1.32728 0.0 0.0 0.0 0.00
N -0.15625 -1.97558 -0.33732 0.0 -0.1 0.0 0.02
C -0.90493 -2.94432 0.17485 0.0 -0.1 0.0 -0.08
C 0.55484 -3.43960 -2.07650 0.0 0.1 0.0 0.02
C 1.35015 -1.04954 -1.96195 0.0 0.1 0.0 -0.21
C -0.98021 -4.20347 -0.40791 0.0 0.0 0.0 0.00
C 0.56675 -2.20720 -1.45098 -0.1 -0.2 0.0 -0.19
C 1.34630 2.25925 -0.72752 -0.1 0.1 0.1 -0.74
C -0.60414 0.39851 3.25622 0.2 0.0 0.1 -0.82
C -0.23634 -4.45331 -1.54449 0.0 0.0 0.1 -0.01
C 2.29864 -1.21940 -3.09748 0.0 0.0 -0.1 0.01
H 2.33160 1.35538 -2.31490 0.0 0.0 0.0 0.16
H -1.44131 -2.70701 1.08407 0.0 0.0 0.0 0.12
H -0.26492 -5.42402 -2.01980 0.0 0.0 0.0 0.13
H -1.60482 -4.96213 0.03976 0.0 0.0 0.0 0.12
H 1.70086 4.21446 -0.37908 0.0 0.0 0.0 0.12
H 2.95818 -2.06607 -2.90893 0.0 0.0 0.0 0.11
H 1.14215 -3.61405 -2.96602 0.0 0.0 0.0 0.12
H 2.92273 -0.34433 -3.26317 0.0 0.0 0.0 0.08
H 2.49290 3.60518 -1.78666 0.0 0.0 0.0 0.13
H 1.74841 -1.42191 -4.01818 0.0 0.0 0.0 0.11



24
Properties=species:S:1:pos:R:3:forces:R:3:lowdin_charge:R:1 method="wB97M-V/def2-TZVPD" molar_mass_da=205.179 energy_ev=-21180.610 orbital_gap_ha="0.274 / 0.285" de_lowest_kcal_mol=78.5 e_homo_ev="-7.705 / -8.453"
F 3.14645 -1.10258 1.28406 -0.3 -1.3 -0.1 0.12
F 2.94593 0.87853 0.74178 0.4 2.2 -1.3 0.17
F 2.74943 0.31012 2.77803 -0.4 0.6 1.1 0.14
O -1.19447 0.79817 1.22148 -1.5 -2.0 1.7 -0.03
N 1.01250 -1.24904 -0.72252 4.5 1.1 2.4 0.24
C 2.41648 -0.00759 1.52383 0.6 -1.4 -0.2 -0.72
C 0.43229 2.08843 0.42457 -1.9 -0.3 1.5 0.04
C 0.95645 -0.21251 1.34903 -0.7 -3.1 1.6 0.05
C -0.04683 -1.46540 -1.20829 -6.4 -0.6 -1.8 -0.47
C -0.82756 2.76973 0.37509 -1.0 0.3 -0.1 -0.06
C 0.10119 0.83676 1.03504 2.3 2.7 -1.3 -0.33
C -1.80509 1.94442 0.90369 -1.0 -0.2 -0.9 -0.10
C -0.23442 -1.70578 -2.74250 2.9 1.2 1.6 -0.02
C -1.47246 -1.47943 -0.53973 3.0 2.4 3.5 -0.01
H -1.14180 -2.24534 -2.82830 -0.3 -0.9 -0.8 0.05
H 0.64937 -1.08023 2.07286 0.2 1.8 -1.7 0.18
H -0.34096 -0.67698 -3.10555 -0.1 -0.3 -0.4 0.08
H -2.10109 -2.05097 -1.05176 -2.6 -2.3 -2.3 0.01
H -1.43349 -1.86675 0.49116 0.4 -0.3 -0.4 0.09
H 0.78345 -2.09573 -3.03104 -1.6 -0.1 -0.5 0.10
H -2.96703 1.80855 0.98596 2.6 1.0 -0.3 0.17
H -1.09283 3.74120 -0.03353 0.5 -0.1 0.2 0.10
H -1.92839 -0.50483 -0.31177 0.4 -0.2 -1.0 0.08
H 1.39287 2.56723 0.38841 0.1 -0.3 -0.5 0.11



25
Properties=species:S:1:pos:R:3:forces:R:3:lowdin_charge:R:1 method="wB97M-V/def2-TZVPD" molar_mass_da=319.102 energy_ev=-26151.752 orbital_gap_ha="0.252 / 0.236" de_lowest_kcal_mol=137.6 e_homo_ev="-7.938 / -7.923"
I -4.29310 -0.98710 -1.58794 0.1 -0.1 0.2 0.96
O -2.44817 1.41616 -1.40883 1.1 0.6 1.7 0.01
O -1.23176 1.75474 0.51422 -0.6 0.5 -0.7 0.01
N 0.34033 -1.80452 0.09727 1.2 -1.8 2.8 -0.15
N 1.33480 -3.68929 -0.72635 -1.2 -1.6 0.0 0.05
N -0.32705 -0.69368 0.25747 -1.3 1.6 -0.4 0.10
C -2.71463 -1.14776 -0.35215 0.9 -0.9 -0.3 -0.49
C -1.79288 1.04610 -0.44421 -0.6 -0.5 -1.7 -0.50
C 0.47985 -2.67357 -0.86396 -0.9 0.1 -2.5 -0.07
C -1.54897 -0.44374 -0.25886 -0.3 -0.3 0.0 -0.35
C -0.62913 3.98358 -0.46250 2.0 -2.6 2.6 -0.05
C 2.49648 -3.59241 -0.24276 -0.2 2.1 0.5 -0.18
C 2.80940 -2.24615 0.29143 -2.1 1.0 0.1 -0.12
C 1.44237 -1.84895 1.11637 1.6 1.8 -0.6 -0.06
C -1.51670 3.16766 0.50921 0.9 0.5 0.6 -0.19
H 1.30361 -2.45707 2.02308 -0.3 -0.6 -0.9 0.12
H 3.00408 -1.68076 -0.67192 -0.2 0.4 1.5 0.14
H 1.31238 -0.82579 1.54452 1.1 -0.6 -0.6 0.12
H 0.34372 3.83529 -0.02219 1.0 0.4 -0.2 0.07
H 3.28015 -4.28350 -0.21179 0.5 -1.8 -0.2 0.10
H -2.41427 3.49107 0.05612 -2.2 -1.0 0.5 0.09
H -0.52466 3.61047 -1.46245 -0.8 0.0 -0.5 0.08
H -1.44877 3.33527 1.64457 0.0 0.7 -2.0 0.16
H 3.62553 -2.24159 0.96807 0.9 0.2 0.4 0.09
H -0.88262 4.97552 -0.30642 -0.5 2.0 -0.4 0.05